*1*
A single C4H7NO molecule, computed with ωB97M-V/def2-TZVPD.

Results
**HOMO level**: -8.8 eV
**2S+1**: 1
**M**: 85.106 g/mol
**Orbital gap**: 9.430 eV

Last column: Löwdin charge in e.
Element x y z (Å)
C  -1.45380  -0.93106  1.18005  0.00
C  -0.42611  -0.30530  0.29695  -0.42
N  0.82389  -0.40042  0.42637  0.08
C  1.66934  0.19564  -0.56351  -0.12
C  -0.27981  1.31089  -1.43302  0.03
O  -0.95784  0.31288  -0.82887  -0.11
H  -2.07848  -0.15821  1.63863  0.09
H  -0.96651  -1.52067  1.95792  0.09
H  -2.10811  -1.57554  0.58389  0.09
H  2.25980  1.01257  -0.14044  0.10
H  2.32643  -0.55670  -1.00607  0.10
H  1.10968  0.62314  -1.48850  0.03
H  0.08154  1.99278  -0.62342  0.04



*2*
2 unconnected molecules or ions with the total composition C4H7NO, computed with ωB97M-V/def2-TZVPD.

Results
**HOMO level**: -9.1 eV
**2S+1**: 1
**M**: 85.106 g/mol
**SMILES**: C1=CN=CC1.O
**Orbital gap**: 9.860 eV

Last column: Löwdin charge in e.
Element x y z (Å)
C  1.04678  -0.21873  0.90073  -0.12
C  1.46019  0.99999  0.58429  -0.16
N  1.18192  1.26009  -0.76859  0.05
C  0.58172  0.24729  -1.26910  -0.17
C  0.34831  -0.82715  -0.24756  -0.18
H  1.34433  -0.52985  1.93293  0.12
H  1.99915  1.57910  1.33236  0.10
H  0.27695  0.06473  -2.30960  0.11
H  0.50929  -1.85136  -0.64881  0.13
H  -0.71631  -0.84060  0.09815  0.09
O  -2.61970  0.07257  0.47816  0.00
H  -2.78437  0.78045  -0.02190  -0.03
H  -2.62828  -0.73653  -0.06105  0.06



Of them, *1* has the lowest stability.



*1*
A molecular structure, C4H7NO, computed with ωB97M-V/def2-TZVPD.

Results
**HOMO level (alpha / beta)**: -6.7 / -6.7 eV
**2S+1**: 1
**M**: 85.106 g/mol
**Orbital gap (alpha / beta)**: 6.802 / 6.804 eV

Last column: Löwdin charge in e.
Element x y z (Å)
C  -0.16677  -0.07285  1.27400  -0.05
C  1.19040  -0.36093  1.15256  -0.13
C  -0.60244  0.57693  -0.45934  -0.34
C  -1.60481  -0.10284  -1.11299  -0.07
O  0.86029  0.39812  -0.95384  -0.17
N  2.35453  -0.63702  1.20630  0.21
H  0.84815  0.13307  -1.88814  0.07
H  3.01618  -0.43993  0.46226  0.11
H  -0.75124  -0.98358  1.38530  0.11
H  -0.40333  0.58230  2.10873  0.11
H  -0.71637  1.65872  -0.46302  0.10
H  -2.35032  0.42742  -1.68291  0.02
H  -1.67427  -1.17941  -1.02892  0.03



*2*
A molecular structure, C4H7NO, computed with ωB97M-V/def2-TZVPD.

Results
**HOMO level**: -9.1 eV
**2S+1**: 1
**M**: 85.106 g/mol
**Orbital gap**: 10.189 eV

Last column: Löwdin charge in e.
Element x y z (Å)
C  0.88171  -0.60002  0.70896  -0.22
C  0.98659  -0.30772  -0.79536  -0.02
C  -0.27033  0.44563  1.11665  -0.10
C  -0.73064  0.57058  -0.26551  -0.42
N  -1.97176  0.14065  -0.80032  0.08
O  -1.44368  1.46955  -1.01061  -0.01
H  0.60516  -1.64905  0.62744  0.09
H  1.91074  -0.47794  1.17764  0.11
H  1.73062  0.45814  -0.94413  0.07
H  0.92205  -1.16684  -1.39953  0.05
H  -1.09465  0.13401  1.91430  0.16
H  0.21813  1.34708  1.37463  0.09
H  -1.74395  -0.36406  -1.70417  0.12



Of them, *2* has the lowest stability.



*1*
A single C4H7NO molecule, computed with ωB97M-V/def2-TZVPD.

Results
**HOMO level**: -9.6 eV
**2S+1**: 1
**M**: 85.106 g/mol
**SMILES**: C1=NCCCO1
**Orbital gap**: 10.561 eV

Last column: Löwdin charge in e.
Element x y z (Å)
C  -0.99314  1.36443  -0.18424  -0.24
N  0.24340  1.60910  -0.27628  0.05
C  1.17616  0.49408  -0.16551  -0.23
C  0.56059  -0.72605  0.51658  -0.17
C  -0.80077  -0.98718  -0.10523  -0.18
O  -1.62827  0.17780  -0.03303  -0.06
H  -1.72326  2.17343  -0.21477  0.13
H  2.05594  0.84562  0.38400  0.11
H  1.52818  0.23575  -1.17327  0.12
H  0.43520  -0.52909  1.58754  0.12
H  1.19866  -1.61032  0.41591  0.12
H  -0.69838  -1.27094  -1.16051  0.13
H  -1.35432  -1.77662  0.40880  0.12



*2*
A single C4H7NO molecule, computed with ωB97M-V/def2-TZVPD.

Results
**HOMO level**: -6.7 eV
**2S+1**: 1
**M**: 85.106 g/mol
**Orbital gap**: 7.011 eV

Last column: Löwdin charge in e.
Element x y z (Å)
C  -1.97547  0.24268  -0.29646  -0.12
N  -0.61418  0.14750  0.35005  -0.17
C  0.23122  -1.05319  0.02295  -0.11
C  1.52618  -0.22107  0.05629  -0.04
C  0.63744  1.00957  0.10996  -0.34
O  0.72578  2.18252  -0.02900  0.18
H  -0.86624  0.17200  1.33605  0.15
H  -2.25113  1.29780  -0.14669  -0.01
H  -1.80511  0.08757  -1.36810  -0.03
H  -0.04026  -1.38531  -0.97953  0.12
H  0.12196  -1.86405  0.74030  0.12
H  2.09126  -0.32258  0.98916  0.12
H  2.21856  -0.29344  -0.78497  0.12



*3*
A single C4H7NO molecule, computed with ωB97M-V/def2-TZVPD.

Results
**HOMO level**: -9.4 eV
**2S+1**: 1
**M**: 85.106 g/mol
**SMILES**: C[C@H]1N[C@H]1C=O
**Orbital gap**: 10.377 eV

Last column: Löwdin charge in e.
Element x y z (Å)
C  -0.64889  -0.18621  1.28273  -0.05
C  -0.36170  -0.81514  -0.27490  -0.22
N  -0.66971  0.03450  -1.43187  0.04
C  0.70973  -0.06966  -0.96370  -0.26
C  0.99097  1.07494  -0.03642  -0.31
O  2.01732  1.23894  0.57113  0.06
H  -0.49490  0.83076  1.80094  0.10
H  -0.09047  -0.84767  1.95529  0.07
H  -1.71376  -0.31047  1.33810  0.05
H  -0.54500  -1.92121  -0.33621  0.15
H  -0.84908  -0.36952  -2.35830  0.11
H  1.55086  -0.40251  -1.56514  0.15
H  0.10463  1.74326  0.01835  0.13



*4*
A single C4H7NO molecule, computed with ωB97M-V/def2-TZVPD.

Results
**HOMO level**: -9.8 eV
**2S+1**: 1
**M**: 85.106 g/mol
**SMILES**: C[C@H]1CN=CO1
**Orbital gap**: 10.832 eV

Last column: Löwdin charge in e.
Element x y z (Å)
C  1.30491  0.65935  0.18301  -0.04
C  0.35708  -0.24032  -0.61831  -0.33
C  -0.46642  -1.23802  0.19090  -0.17
N  -1.45356  -0.35636  0.83807  0.07
C  -1.49651  0.65202  0.07487  -0.24
O  -0.71104  0.65159  -1.04581  -0.05
H  1.05741  1.68491  -0.10255  0.09
H  1.14876  0.57872  1.26184  0.08
H  2.35444  0.49155  -0.05320  0.08
H  0.84777  -0.69967  -1.47542  0.14
H  -0.99386  -1.94030  -0.47215  0.12
H  0.08884  -1.81356  0.93098  0.11
H  -2.03782  1.57008  0.28777  0.14



Of them, *2* has the lowest stability.



*1*
A molecular structure, C4H7NO, computed with ωB97M-V/def2-TZVPD.

Results
**HOMO level**: -8.5 eV
**2S+1**: 1
**M**: 85.106 g/mol
**Orbital gap**: 9.360 eV

Last column: Löwdin charge in e.
Element x y z (Å)
C  0.41661  1.32973  -0.10695  -0.13
C  1.31150  0.15355  -0.07594  -0.24
C  0.48705  -1.04561  0.18420  -0.05
C  -1.25342  -0.12369  0.50322  -0.30
N  -0.81416  1.12379  0.10055  0.05
O  -2.22506  -0.65748  -0.32533  0.01
H  0.87654  2.19252  -0.55185  0.11
H  1.71898  -0.03213  -1.11984  0.14
H  2.08916  0.40143  0.53576  0.07
H  0.17751  -1.58269  -0.68248  0.06
H  0.89641  -1.58344  1.04766  0.08
H  -1.37859  -0.11390  1.55462  0.12
H  -2.30252  -0.06208  -1.06361  0.09



*2*
A single C4H7NO molecule, computed with ωB97M-V/def2-TZVPD.

Results
**HOMO level**: -9.0 eV
**2S+1**: 1
**M**: 85.106 g/mol
**SMILES**: C=C=NCOC
**Orbital gap**: 10.010 eV

Last column: Löwdin charge in e.
Element x y z (Å)
C  1.34363  -0.45403  2.13255  0.01
C  0.07014  -0.45129  1.84636  -0.20
N  -1.08323  -0.41047  1.43105  0.10
C  -1.13215  -0.03046  0.01882  -0.27
O  0.13883  0.24254  -0.49717  -0.19
C  0.07589  0.44705  -1.89112  -0.10
H  1.82485  0.47300  2.41929  0.06
H  1.92834  -1.34003  1.91650  0.06
H  -1.60384  -0.85359  -0.53014  0.13
H  -1.76938  0.85816  -0.06982  0.13
H  0.27366  -0.49597  -2.42208  0.09
H  -0.91089  0.83431  -2.19975  0.09
H  0.84415  1.18078  -2.15450  0.09



*3*
A single C4H7NO molecule, computed with ωB97M-V/def2-TZVPD.

Results
**HOMO level**: -9.9 eV
**2S+1**: 1
**M**: 85.106 g/mol
**SMILES**: C[C@H]1CN1C=O
**Orbital gap**: 10.849 eV

Last column: Löwdin charge in e.
Element x y z (Å)
C  0.78476  -0.39785  -1.14621  -0.04
C  0.72408  0.50662  0.07924  -0.28
C  -0.52378  1.26438  0.40488  -0.08
N  -0.13225  0.12743  1.19527  -0.03
C  -0.88169  -1.03625  1.13611  -0.34
O  -2.08243  -1.08431  1.01576  0.06
H  0.51863  -1.43014  -0.89726  0.07
H  1.79514  -0.43518  -1.56371  0.08
H  0.08994  -0.07134  -1.92778  0.08
H  1.66805  0.94347  0.39642  0.13
H  -0.49615  2.22068  0.91962  0.11
H  -1.37968  1.11938  -0.25015  0.12
H  -0.25446  -1.93685  1.24852  0.13



*4*
A single C4H7NO molecule, computed with ωB97M-V/def2-TZVPD.

Results
**HOMO level (alpha / beta)**: -9.1 / -7.6 eV
**2S+1**: 1
**M**: 85.106 g/mol
**Orbital gap (alpha / beta)**: 8.915 / 6.832 eV

Last column: Löwdin charge in e.
Element x y z (Å)
C  2.15961  0.11626  -0.64880  -0.14
N  0.85190  -0.30782  -1.07822  -0.01
C  -2.09231  0.90297  1.01403  0.13
C  0.01601  -0.55633  -0.15880  -0.23
C  -1.34193  -0.93204  -0.45368  -0.19
O  -2.21114  -0.61574  0.41113  -0.10
H  2.45370  0.98273  -1.24733  0.07
H  2.87056  -0.68976  -0.85164  0.08
H  2.20613  0.37961  0.42001  0.07
H  -2.37901  0.76821  2.05179  0.02
H  -1.10025  1.43197  1.00838  0.04
H  0.21950  -0.47089  0.92288  0.12
H  -1.65074  -1.24071  -1.45645  0.13



Of them, *4* has the lowest stability.



*1*
A single C4H7NO molecule, computed with ωB97M-V/def2-TZVPD.

Results
**HOMO level**: -9.9 eV
**2S+1**: 1
**M**: 85.106 g/mol
**SMILES**: C[C@@]1(C=O)CN1
**Orbital gap**: 10.822 eV

Last column: Löwdin charge in e.
Element x y z (Å)
C  1.42764  -0.58895  -0.00778  -0.03
C  0.00976  -0.07191  -0.05350  -0.48
C  -1.04992  -0.94073  0.54460  -0.19
O  -2.23332  -0.76171  0.35517  0.05
C  -0.31629  1.38653  0.01281  -0.11
N  -0.39934  0.67306  -1.24301  0.07
H  1.59878  -1.31326  -0.81134  0.09
H  2.14683  0.22606  -0.12916  0.08
H  1.63112  -1.07912  0.95219  0.08
H  -0.69224  -1.77169  1.18655  0.13
H  -1.24537  1.66119  0.50887  0.11
H  0.50246  2.09893  0.09893  0.11
H  -1.37791  0.45138  -1.43074  0.10



*2*
A single C4H7NO molecule, computed with ωB97M-V/def2-TZVPD.

Results
**HOMO level (alpha / beta)**: -7.8 / -7.8 eV
**2S+1**: 1
**M**: 85.106 g/mol
**Orbital gap (alpha / beta)**: 7.319 / 7.289 eV

Last column: Löwdin charge in e.
Element x y z (Å)
O  0.25981  0.14242  2.74418  -0.13
C  0.18647  0.39710  1.51886  -0.46
C  -0.47672  -0.91267  0.61990  -0.07
N  -0.16303  -0.57554  -0.70798  -0.09
C  0.88409  -0.10538  -1.28264  0.01
C  -0.37890  0.57514  -1.61128  -0.02
H  -0.43362  1.27818  1.18441  0.10
H  -1.54921  -1.02566  0.77930  0.12
H  0.09054  -1.78422  0.94706  0.12
H  1.93918  -0.30590  -1.38283  0.13
H  1.15212  0.42864  0.87941  0.10
H  -0.59184  1.54552  -1.15807  0.11
H  -0.91890  0.34236  -2.53033  0.10



Of them, *2* has the lowest stability.



*1*
A single C4H7NO molecule, computed with ωB97M-V/def2-TZVPD.

Results
**HOMO level**: -8.2 eV
**2S+1**: 1
**M**: 85.106 g/mol
**Orbital gap**: 8.678 eV

Last column: Löwdin charge in e.
Element x y z (Å)
C  0.49715  1.21817  1.03675  -0.05
C  -0.35034  0.10604  0.45506  -0.26
N  -0.82777  0.28693  -0.93794  0.04
C  -0.10323  -0.71472  -1.44852  0.03
C  0.51528  -1.12490  -0.11539  -0.55
O  1.60796  -1.56287  0.28015  -0.07
H  -0.09557  2.09743  1.31979  0.07
H  1.27378  1.52034  0.32664  0.09
H  0.99703  0.82815  1.93144  0.09
H  -1.19054  -0.15578  1.11470  0.14
H  -1.78499  0.51647  -1.19684  0.14
H  -0.14221  -1.08475  -2.47856  0.13
H  -0.39656  -1.93051  -0.28728  0.19



*2*
A single C4H7NO molecule, computed with ωB97M-V/def2-TZVPD.

Results
**HOMO level**: -9.3 eV
**2S+1**: 1
**M**: 85.106 g/mol
**SMILES**: O[C@H]1C[C@H]2N[C@@H]12
**Orbital gap**: 10.320 eV

Last column: Löwdin charge in e.
Element x y z (Å)
O  1.76271  0.57676  0.59902  -0.04
C  0.95073  0.21818  -0.48238  -0.34
C  0.32738  -1.19441  -0.31139  -0.07
C  -0.98304  -0.49901  0.16467  -0.18
N  -0.71910  0.71093  1.03489  0.03
C  -0.48722  0.79440  -0.39688  -0.21
H  1.12015  0.78480  1.31266  0.08
H  1.45046  0.44748  -1.42498  0.14
H  0.83478  -1.93332  0.31985  0.10
H  0.23429  -1.64838  -1.32084  0.12
H  -1.93777  -1.00545  0.32162  0.13
H  -1.58535  1.22207  1.22617  0.11
H  -0.96802  1.52598  -1.04243  0.14



*3*
2 unconnected molecules or ions with the total composition C4H7NO, computed with ωB97M-V/def2-TZVPD.

Results
**HOMO level**: -9.0 eV
**2S+1**: 1
**M**: 85.106 g/mol
**SMILES**: O=CC1=CN1.C
**Orbital gap**: 8.708 eV

Last column: Löwdin charge in e.
Element x y z (Å)
O  1.96256  -0.54749  -1.19084  0.06
C  1.49405  -0.87691  -0.12454  -0.25
C  0.10232  -1.25009  0.06411  -0.20
C  -0.90027  -1.72552  0.70742  0.01
N  -1.24361  -1.15929  -0.60849  0.05
H  2.10649  -0.93341  0.79490  0.13
H  -1.41047  -2.17268  1.54506  0.11
H  -1.33459  -1.92758  -1.28383  0.08
C  -0.17572  2.13869  0.04215  -0.05
H  0.28010  1.97422  -0.93709  0.02
H  -0.70517  3.09495  0.04728  0.02
H  0.60459  2.15658  0.80834  0.02
H  -0.88465  1.32966  0.23687  0.00



*4*
A single C4H7NO molecule, computed with ωB97M-V/def2-TZVPD.

Results
**HOMO level**: -9.4 eV
**2S+1**: 1
**M**: 85.106 g/mol
**SMILES**: O=CN1CCC1
**Orbital gap**: 10.328 eV

Last column: Löwdin charge in e.
Element x y z (Å)
O  -2.06631  1.21450  -0.40049  0.02
C  -1.42212  0.53795  0.38507  -0.32
N  -0.21398  -0.18045  0.23604  -0.08
C  1.01431  -0.64602  1.03725  -0.13
C  1.86183  -0.58416  -0.23074  -0.13
C  0.49239  -0.27120  -1.03281  -0.15
H  -1.68115  0.44513  1.48620  0.13
H  1.41746  0.04862  1.68868  0.08
H  0.97662  -1.65704  1.47718  0.12
H  2.45114  -1.53189  -0.61445  0.13
H  2.49666  0.36493  -0.18826  0.11
H  0.20190  -1.06117  -1.64708  0.08
H  0.48719  0.71909  -1.60319  0.13



Of them, *3* has the lowest stability.